Density functional theory data (wB97M-V/def2-TZVPD) for the molecule C6H6F3NO2.

Geometry as ORCA input:
```
! RIJCOSX wB97M-V def2-TZVPD def2/J DEFGRID3
* xyz 0 1
N -1.800 0.800 -2.393
O 0.492 2.152 0.007
F 1.928 -1.428 -0.362
F 1.147 -1.436 -2.384
F 1.837 0.422 -1.513
C -1.090 0.247 -1.679
O -0.201 0.011 0.663
C 0.209 1.337 0.882
C 0.284 1.748 2.322
C -0.992 -1.816 -0.467
C 1.197 -0.731 -1.255
C -0.242 -0.479 -0.707
H -0.247 1.023 2.960
H 1.308 1.793 2.619
H -0.192 2.701 2.509
H -1.901 -1.599 0.059
H -0.401 -2.472 0.145
H -1.337 -2.272 -1.404
*
```

Values from the calculation:
LUMO	0.7	eV
frontier orbital gap	11.632	eV
ΔE to the lowest compared entry with this formula, charge and spin	0.0	kJ/mol
structure (SMILES)	CC(=O)O[C@@](C)(C#N)C(F)(F)F



Density functional theory data (wB97M-V/def2-TZVPD) for a structure of composition C30H36MnN7O9.

Geometry as ORCA input:
```
! RIJCOSX wB97M-V def2-TZVPD def2/J DEFGRID3
* xyz 0 5
Mn -0.052 -1.285 0.704
N -0.779 -3.588 1.153
C -1.681 -3.759 0.011
C -2.436 -5.098 -0.087
C -3.959 -4.894 -0.095
C -4.528 -4.571 -1.478
N -3.748 -3.584 -2.217
C -3.635 -2.301 -1.870
N -4.481 -1.726 -1.009
N -2.669 -1.578 -2.429
C -0.928 -3.294 -1.246
O -1.210 -3.770 -2.360
O -0.121 -2.334 -1.061
H -0.092 -4.332 1.179
H -1.277 -3.596 2.035
H -2.423 -2.969 0.145
H -2.179 -5.700 0.787
H -2.111 -5.657 -0.967
H -4.192 -4.087 0.607
H -4.480 -5.777 0.281
H -5.576 -4.267 -1.422
H -4.507 -5.465 -2.099
H -2.871 -3.959 -2.593
H -5.095 -2.316 -0.477
H -4.175 -0.891 -0.517
H -1.933 -2.080 -2.905
H -2.398 -0.692 -2.025
O -1.931 -0.302 4.064
C -1.552 -0.604 2.959
O -0.332 -0.927 2.617
C -2.551 -0.664 1.758
O -3.748 -0.498 1.877
O -1.960 -0.939 0.621
C 0.561 6.505 -0.955
O 1.055 5.189 -0.769
C 2.055 5.017 0.140
C 2.751 6.047 0.740
C 3.750 5.759 1.668
C 4.030 4.447 1.990
C 3.329 3.405 1.387
C 2.343 3.674 0.451
N 1.552 2.724 -0.224
C 1.457 1.371 0.015
N 2.633 0.749 0.199
C 2.900 -0.594 0.547
C 1.943 -1.551 0.833
C 2.412 -2.820 1.196
C 3.755 -3.123 1.257
C 4.707 -2.152 0.956
C 4.274 -0.891 0.609
O 5.104 0.158 0.314
C 6.498 -0.093 0.332
N 0.317 0.742 -0.028
C -0.858 1.552 -0.097
C -1.273 2.233 1.050
C -2.459 2.938 1.090
C -3.264 2.975 -0.042
C -2.863 2.320 -1.190
C -1.665 1.607 -1.235
O -1.450 0.957 -2.423
C -0.135 0.628 -2.883
H -0.296 6.415 -1.616
H 1.314 7.146 -1.420
H 0.245 6.941 -0.004
H 2.523 7.075 0.495
H 4.293 6.569 2.136
H 4.790 4.214 2.724
H 3.542 2.390 1.690
H 0.704 3.134 -0.590
H 3.456 1.288 -0.015
H 1.703 -3.596 1.454
H 4.079 -4.115 1.544
H 5.761 -2.387 1.003
H 6.979 0.840 0.051
H 6.766 -0.872 -0.385
H 6.832 -0.387 1.330
H -0.653 2.150 1.936
H -2.766 3.425 2.005
H -4.207 3.507 -0.029
H -3.467 2.343 -2.090
H -0.250 0.425 -3.946
H 0.263 -0.250 -2.384
H 0.542 1.477 -2.759
*
```

Values from the calculation:
LUMO (spin up / spin down)	0.4 / 0.6	eV
expectation value of S²	6.0825
frontier orbital gap (spin up / spin down)	8.296 / 8.595	eV
ΔE to the lowest compared entry with this formula, charge and spin	0.0	kJ/mol